# C3H7NO3

One molecule with the formula C3H7NO3 at a distorted geometry (ωB97M-V with the def2-TZVPD basis set, the Open Molecules 2025 dataset).

Bonds (Å) are listed after each position.
CARTESIAN COORDINATES (ANGSTROEM)
1 N -1.57614 0.07826 0.15423  C2 1.435, H8 1.005, H9 1.006
2 C -0.21936 -0.34881 0.34384  N1 1.435, C3 1.540, C5 1.536, H10 1.087
3 C 0.54206 -0.58167 -0.97493  C2 1.540, O4 1.408, H11 1.094, H12 1.078
4 O -0.25656 -1.22479 -1.93998  C3 1.408, H13 0.959
5 C 0.62509 0.66693 1.12773  C2 1.536, O6 1.203, O7 1.350
6 O 1.31791 0.42321 2.08042  C5 1.203
7 O 0.75422 1.83001 0.45496  C5 1.350, H14 0.962
8 H -2.24019 -0.35612 0.77138  N1 1.005
9 H -1.73811 1.06675 0.05769  N1 1.006
10 H -0.17396 -1.25153 0.94693  C2 1.087
11 H 1.46087 -1.13272 -0.75130  C3 1.094
12 H 0.79822 0.32371 -1.50027  C3 1.078
13 H -0.79787 -1.87012 -1.48096  O4 0.959
14 H 1.50381 2.37689 0.71026  O7 0.962

Properties
HOMO energy: -9.44 eV
Kohn-Sham gap: 0.3679 Ha
Energy above the lowest of the compared OMol25 structures with the same formula, charge and spin: 35.7 kcal/mol
LUMO: 0.570 eV
Structure (SMILES): N[C@@H](CO)C(=O)O
E_tot: -10856.819 eV